# 1
{
  "formula": "C4H8N2",
  "method": "ωB97M-V/def2-TZVPD",
  "total_energy_ha": -266.6246,
  "charge": 0,
  "spin_multiplicity": 1,
  "smiles": "C1N[C@H]1[C@H]1CN1",
  "e_homo_ev": -9.43,
  "e_lumo_ha": 0.045,
  "gap_ev": 10.646,
  "symbols": ["C", "N", "C", "C", "C", "N", "H", "H", "H", "H", "H", "H", "H", "H"],
  "xyz": [[1.618133, 0.275102, -0.838015], [1.761753, 0.132185, 0.604514], [0.648390, -0.539750, -0.074605], [-0.569622, 0.195760, 0.385439], [-1.861222, 0.226772, -0.355526], [-1.710679, -0.578190, 0.856463], [2.347357, -0.220483, -1.472195], [1.289968, 1.258157, -1.181198], [2.519034, -0.455236, 0.916932], [0.616345, -1.623096, -0.191900], [-0.037771, 0.971224, 0.973446], [-1.975961, -0.363114, -1.266931], [-2.514568, 1.098584, -0.328810], [-2.177123, -0.117057, 1.632454]],
  "forces_ev_per_angstrom": [[0.18, 0.04, -0.22], [0.48, -0.14, 0.20], [0.04, -0.09, 0.09], [0.20, -0.11, -0.09], [0.01, 0.15, -0.22], [-0.09, -0.06, 0.36], [-0.17, 0.01, -0.02], [0.20, -0.17, 0.10], [0.17, -0.28, -0.37], [0.08, 0.24, 0.07], [-1.77, 0.36, -0.18], [0.18, 0.15, 0.18], [0.31, -0.05, 0.12], [0.16, -0.05, -0.02]],
  "lowdin_charge": [-0.14, -0.01, -0.29, -0.31, -0.14, 0.01, 0.10, 0.11, 0.09, 0.15, 0.15, 0.10, 0.10, 0.09]
}



# 2
{
  "formula": "C4H8N2",
  "method": "ωB97M-V/def2-TZVPD",
  "total_energy_ha": -266.5412,
  "charge": 0,
  "spin_multiplicity": 1,
  "e_homo_ev": -9.68,
  "e_lumo_ha": 0.039,
  "gap_ev": 10.739,
  "symbols": ["C", "C", "C", "C", "N", "N", "H", "H", "H", "H", "H", "H", "H", "H"],
  "xyz": [[-0.131853, -0.932809, -0.198030], [1.010093, 0.063809, -0.145540], [-1.546854, -0.785376, 0.281684], [1.229002, 1.489983, 0.239977], [2.067737, -0.847273, -0.133416], [0.882066, -1.091830, 0.781502], [-0.021790, -1.892034, -1.371165], [-1.951840, -1.775764, 0.722762], [-2.185584, -0.374856, -0.539663], [-1.853515, -0.144708, 1.158746], [2.335458, 1.660838, 0.368879], [0.911581, 1.588384, 1.303601], [0.617439, 2.252277, -0.266758], [1.984751, -1.551234, -0.905528]],
  "forces_ev_per_angstrom": [[0.70, -1.66, -3.18], [-1.16, -0.12, -0.05], [-2.17, -0.40, 0.90], [0.06, 0.27, 2.10], [-0.07, -1.43, -0.60], [1.06, 0.12, 0.59], [-0.33, 2.69, 3.26], [0.69, 1.17, -1.45], [0.39, -0.86, 0.51], [1.45, 0.01, -0.77], [-1.16, 0.14, -0.94], [-0.10, -0.14, -0.50], [0.76, -0.38, -0.36], [-0.12, 0.59, 0.50]],
  "lowdin_charge": [-0.33, -0.46, -0.10, -0.02, 0.07, 0.05, 0.21, 0.10, 0.08, 0.08, 0.10, 0.08, 0.08, 0.08]
}



# 3
{
  "formula": "C4H8N2",
  "method": "ωB97M-V/def2-TZVPD",
  "total_energy_ha": -266.4776,
  "charge": 0,
  "spin_multiplicity": 1,
  "e_homo_ev": -7.62,
  "e_lumo_ha": 0.034,
  "gap_ev": 8.560,
  "symbols": ["C", "N", "C", "C", "C", "N", "H", "H", "H", "H", "H", "H", "H", "H"],
  "xyz": [[-1.190690, -1.399269, 0.381122], [-1.960619, -0.194650, 0.016837], [-0.576754, -0.355669, -0.483652], [1.287649, -0.303395, -0.008388], [1.604090, 1.031256, -0.554382], [0.188158, 1.139984, -0.194415], [-1.537406, -2.341540, -0.054830], [-0.796838, -1.502410, 1.395538], [-2.018867, 0.448023, 0.810075], [-0.519135, -0.495354, -1.561061], [1.441814, -0.318023, 1.088803], [1.763796, 1.128382, -1.634161], [2.226597, 1.723938, 0.018096], [0.088205, 1.438728, 0.780419]],
  "forces_ev_per_angstrom": [[0.26, -0.06, 0.04], [0.15, 0.15, 0.16], [-0.47, 0.30, -0.08], [0.34, 0.38, 0.03], [0.03, 0.09, -0.03], [0.00, -0.80, 0.32], [0.11, 0.30, 0.09], [-0.17, 0.12, -0.24], [0.04, -0.16, -0.26], [0.01, 0.02, 0.36], [-0.07, 0.07, -0.31], [-0.05, -0.07, 0.30], [-0.18, -0.20, -0.04], [0.01, -0.13, -0.33]],
  "lowdin_charge": [-0.16, 0.01, -0.37, -0.01, -0.28, 0.01, 0.10, 0.10, 0.08, 0.13, 0.06, 0.10, 0.11, 0.11]
}



# 4
{
  "formula": "C4H8N2",
  "method": "ωB97M-V/def2-TZVPD",
  "total_energy_ha": -266.6473,
  "charge": 0,
  "spin_multiplicity": 1,
  "e_homo_ev": -9.71,
  "e_lumo_ha": -0.003,
  "gap_ev": 9.636,
  "symbols": ["C", "C", "C", "N", "C", "N", "H", "H", "H", "H", "H", "H", "H", "H"],
  "xyz": [[-0.751108, 1.121885, -0.802549], [-0.006390, -0.044180, -0.201115], [1.457996, 0.107277, 0.124911], [-0.392479, -1.279382, -0.574987], [-0.828603, -0.116179, 1.784331], [-0.709601, -1.043857, 2.487506], [-1.389251, 1.440929, 0.012466], [-1.363500, 0.842647, -1.665823], [-0.085013, 1.944539, -1.078087], [2.078262, -0.138447, -0.751562], [1.710601, -0.566366, 0.942146], [1.674661, 1.133867, 0.420513], [-0.005422, -2.012460, 0.009089], [-1.390147, -1.390275, -0.706835]],
  "forces_ev_per_angstrom": [[-0.11, 0.05, 0.20], [-0.12, -0.11, 0.15], [-0.12, 0.05, 0.28], [-0.04, 0.07, 0.10], [0.99, -1.03, -0.06], [-0.33, 0.96, -0.33], [-0.21, 0.43, -0.32], [0.18, -0.10, 0.16], [-0.02, -0.24, 0.04], [-0.39, 0.06, 0.09], [0.12, 0.07, -0.06], [-0.04, -0.14, 0.08], [-0.05, -0.01, -0.23], [0.14, -0.05, -0.10]],
  "lowdin_charge": [-0.05, -0.47, -0.05, 0.12, -0.23, -0.06, 0.06, 0.09, 0.09, 0.10, 0.08, 0.09, 0.12, 0.12]
}



# 5
{
  "formula": "C4H8N2",
  "method": "ωB97M-V/def2-TZVPD",
  "total_energy_ha": -265.7709,
  "charge": 2,
  "s2": 2.027,
  "spin_multiplicity": 3,
  "e_homo_ev": [-19.72, -21.66],
  "e_lumo_ha": [-0.435, -0.445],
  "gap_ev": [7.901, 9.558],
  "symbols": ["C", "C", "C", "C", "N", "N", "H", "H", "H", "H", "H", "H", "H", "H"],
  "xyz": [[1.098444, 0.411526, 0.640901], [-0.020459, -0.536067, 0.278588], [2.128812, 0.320375, 1.489336], [-1.126527, 0.178089, -0.375536], [0.153724, -1.722668, 0.618149], [-1.701857, -0.355965, -1.689314], [3.037494, 0.690510, 1.017555], [2.445058, -0.625041, 2.048310], [2.320764, 1.335486, 1.965497], [-0.741059, 1.196070, -0.552254], [-1.964976, 0.383969, 0.406326], [-2.155122, -1.320874, -1.583297], [-0.985932, -0.153388, -2.319840], [-2.488365, 0.197978, -1.944421]],
  "forces_ev_per_angstrom": [[-1.38, -1.55, -0.25], [2.22, 1.48, 0.56], [1.60, -0.42, 1.50], [-3.05, 1.87, 0.84], [-0.29, -1.08, -0.13], [-1.21, -1.27, 3.67], [1.09, 0.13, -1.22], [-0.97, 1.07, -0.34], [-0.59, -0.33, 0.61], [-0.42, -0.38, -0.53], [1.14, -0.78, -1.42], [1.55, 0.95, -0.64], [1.33, -0.82, -2.29], [-1.02, 1.15, -0.35]],
  "lowdin_charge": [0.26, -0.34, 0.02, -0.08, 0.41, 0.26, 0.17, 0.19, 0.21, 0.14, 0.20, 0.24, 0.15, 0.17]
}



# 6
{
  "formula": "C4H8N2O",
  "method": "ωB97M-V/def2-TZVPD",
  "total_energy_ha": -341.8719,
  "charge": 0,
  "spin_multiplicity": 1,
  "smiles": "C=C(N)C(=O)NC",
  "e_homo_ev": -7.76,
  "e_lumo_ha": 0.025,
  "gap_ev": 8.451,
  "symbols": ["C", "N", "C", "C", "N", "C", "O", "H", "H", "H", "H", "H", "H", "H", "H"],
  "xyz": [[1.764513, -0.105070, -1.380341], [0.951955, 0.248975, -0.231056], [0.444150, -0.777467, 0.670004], [-0.866105, 0.061488, 0.608021], [-0.956043, 0.971608, 1.660897], [-1.892558, -0.236895, -0.218428], [0.671067, -1.950417, 0.563724], [0.948336, 1.231711, 0.006179], [-0.476069, 0.695017, 2.505361], [-1.895716, 1.300781, 1.842822], [1.388958, 0.347969, -2.294310], [2.786750, 0.229360, -1.223293], [1.773689, -1.191307, -1.469905], [-2.907783, -0.019755, 0.077156], [-1.735144, -0.805999, -1.116831]],
  "forces_ev_per_angstrom": [[0.59, -0.09, 0.43], [2.49, -1.58, -0.17], [-1.56, 3.29, -4.60], [-2.23, -2.05, 3.23], [-0.19, 0.10, -0.04], [0.75, 0.06, 0.36], [0.46, 0.16, 0.91], [-0.34, -0.28, 0.40], [-0.09, -0.04, -0.01], [0.10, 0.17, -0.10], [-0.19, 0.06, -0.01], [0.28, -0.05, -0.21], [-0.06, 0.08, -0.05], [-0.02, 0.52, -0.18], [0.02, -0.35, 0.03]],
  "lowdin_charge": [-0.07, -0.01, -0.36, -0.41, 0.09, 0.02, 0.09, 0.13, 0.09, 0.09, 0.08, 0.08, 0.08, 0.04, 0.05]
}